Here is 2 unconnected molecules or ions with the total composition C5H7ClO at a distorted geometry from the OMol25 dataset. Energies are from wB97M-V/def2-TZVPD.

```
! RIJCOSX wB97M-V def2-TZVPD def2/J DEFGRID3
* xyz 0 1
C -1.008 0.404 0.060
C 1.516 2.187 -1.855
C 0.262 0.018 -0.189
C 1.687 1.641 -0.691
C 0.604 -2.013 1.093
O 1.006 -0.965 0.120
Cl 2.990 1.732 0.372
H -1.799 -0.352 0.075
H -1.279 1.540 0.034
H 2.204 2.884 -2.370
H 0.538 1.997 -2.213
H 1.565 -2.425 1.430
H -0.072 -2.935 0.819
H 0.228 -1.513 1.938
*
```

Its molar mass is 118.6 g/mol. For the max |F|, the calculation gives 0.102 hartree/bohr. Its energy relative to the best compared isomer or geometry (same formula, charge and spin) is 112.5 kcal/mol.



Here is a single C4H3ClN2 molecule at a distorted geometry from the OMol25 dataset. Energies are from wB97M-V/def2-TZVPD.

```
! RIJCOSX wB97M-V def2-TZVPD def2/J DEFGRID3
* xyz 0 1
Cl 2.249 0.009 0.034
C 0.447 -0.139 0.055
C -0.231 1.174 -0.080
N -1.570 1.228 -0.083
C -2.188 0.004 0.100
C -1.529 -1.121 -0.002
N -0.174 -1.237 -0.120
H 0.118 2.221 0.013
H -3.182 0.299 0.444
H -1.956 -2.103 -0.049
*
```

Its molar mass is 114.5 g/mol. For the max |F|, the calculation gives 0.100 hartree/bohr. Its SMILES is Clc1cnccn1. Its energy relative to the best compared isomer or geometry (same formula, charge and spin) is 27.5 kcal/mol.



Here is a single C2H4Cl2Si molecule at a distorted geometry from the OMol25 dataset. Energies are from wB97M-V/def2-TZVPD.

```
! RIJCOSX wB97M-V def2-TZVPD def2/J DEFGRID3
* xyz 0 1
C -0.270 0.818 0.681
C 0.352 0.217 -0.343
Si -0.478 -1.382 -0.972
Cl -2.502 -2.129 0.003
Cl -0.823 -1.436 -2.962
H -0.033 1.647 1.238
H -1.203 0.421 0.882
H 1.293 0.538 -0.789
H 0.686 -2.285 -0.541
*
```

Its molar mass is 127.0 g/mol. For the max |F|, the calculation gives 0.061 hartree/bohr. Its SMILES is C=C[SiH](Cl)Cl. Its energy relative to the best compared isomer or geometry (same formula, charge and spin) is 4.6 kcal/mol.



Computed DFT total energy, in the same sequence as the records: -729.95456 -723.88090 -1288.51829 Ha.
Computed frontier orbital gap, in the same sequence as the records: 9.34 10.09 10.85 eV.
Computed highest occupied orbital energy, in the same sequence as the records: -8.6005 -10.0693 -10.7424 eV.